Record 1
{"formula": "H6O3", "method": "the ωB97M-V functional and the def2-TZVPD basis", "elements": ["O", "O", "O", "H", "H", "H", "H", "H", "H"], "xyz": [[0.554, -0.046, -1.912], [-0.315, 0.606, -0.303], [0.149, -0.418, 1.767], [-0.497, 1.453, 0.104], [-0.092, 0.264, -2.546], [0.577, -0.911, 2.467], [0.173, 0.162, -1.059], [-0.050, -1.074, 1.099], [-0.500, -0.035, 0.383]], "atomic_forces_ev_per_a": [[4.10, -3.25, -7.91], [-7.09, 4.96, 9.84], [0.20, -0.41, 1.28], [0.20, 0.46, 0.06], [0.06, -0.16, -0.30], [0.08, -0.17, 0.33], [2.55, -1.33, -3.48], [0.55, -1.29, 0.44], [-0.66, 1.19, -0.26]], "mulliken_charge": [-0.85, -0.50, -0.64, 0.27, 0.23, 0.33, 0.52, 0.29, 0.36], "lumo_ev": 0.32, "e_tot_ha": -229.1639, "mol_weight_g_mol": 54.0, "homo_ev": -9.18, "max_force_ev_per_a": 13.10, "orbital_gap_ev": 9.50}

---

Record 2
{"formula": "H6O3", "method": "the ωB97M-V functional and the def2-TZVPD basis", "elements": ["O", "O", "O", "H", "H", "H", "H", "H", "H"], "xyz": [[0.424, -0.798, -1.318], [-0.922, 1.840, 1.080], [-0.020, -1.348, 0.359], [0.420, -0.191, -2.067], [-0.131, 2.390, 1.092], [0.367, -0.467, 0.422], [-0.585, 0.947, 0.942], [-0.886, -1.254, 0.772], [1.332, -1.120, -1.282]], "atomic_forces_ev_per_a": [[1.87, 2.60, -7.06], [0.20, -0.03, -0.03], [-1.84, -1.75, 7.48], [0.35, 0.17, -0.82], [-0.11, 0.03, 0.02], [-0.18, -0.65, 0.15], [-0.22, 0.20, 0.05], [-0.07, -0.40, 0.41], [-0.01, -0.16, -0.21]], "mulliken_charge": [-0.60, -0.62, -0.60, 0.28, 0.33, 0.40, 0.22, 0.29, 0.31], "lumo_ev": 0.57, "e_tot_ha": -229.2090, "mol_weight_g_mol": 54.0, "homo_ev": -9.36, "max_force_ev_per_a": 7.90, "orbital_gap_ev": 9.92, "smiles": "O.O.O"}

---

Record 3
{"formula": "H6O3", "method": "the ωB97M-V functional and the def2-TZVPD basis", "elements": ["O", "O", "O", "H", "H", "H", "H", "H", "H"], "xyz": [[4.195, -15.745, -24.746], [1.469, -15.421, -23.706], [5.650, -14.982, -22.742], [5.256, -15.222, -23.574], [5.577, -15.807, -22.244], [0.987, -14.627, -23.838], [4.113, -16.673, -25.044], [3.310, -15.558, -24.464], [1.759, -15.256, -22.859]], "atomic_forces_ev_per_a": [[0.38, -1.41, -1.11], [-0.32, -1.08, -2.34], [0.59, -0.01, 1.42], [-0.36, -0.11, -0.89], [0.16, 0.30, 0.06], [-0.99, 1.12, -0.92], [0.35, 0.70, 0.11], [-1.20, 0.50, 0.36], [1.40, -0.02, 3.32]], "mulliken_charge": [-0.71, -0.67, -0.67, 0.41, 0.28, 0.32, 0.33, 0.40, 0.32], "lumo_ev": 0.55, "e_tot_ha": -229.3072, "mol_weight_g_mol": 54.0, "homo_ev": -10.58, "max_force_ev_per_a": 3.61, "orbital_gap_ev": 11.14, "smiles": "O.O.O"}

---

Record 4
{"formula": "H6O3", "method": "the ωB97M-V functional and the def2-TZVPD basis", "elements": ["O", "O", "O", "H", "H", "H", "H", "H", "H"], "xyz": [[-19.891, -8.805, 11.522], [-20.576, -5.747, 10.164], [-19.292, -10.671, 8.578], [-19.694, -8.084, 10.924], [-20.429, -8.408, 12.207], [-19.451, -10.142, 9.360], [-20.162, -5.324, 10.916], [-18.630, -11.307, 8.850], [-21.481, -5.435, 10.181]], "atomic_forces_ev_per_a": [[0.20, -0.34, -0.05], [0.18, -0.27, -0.04], [-0.05, 0.01, -0.30], [-0.06, 0.37, -0.24], [-0.17, 0.03, 0.13], [-0.15, 0.14, 0.34], [0.16, 0.19, 0.17], [0.15, -0.16, 0.05], [-0.27, 0.03, -0.07]], "mulliken_charge": [-0.64, -0.64, -0.64, 0.34, 0.30, 0.33, 0.32, 0.31, 0.32], "lumo_ev": 0.47, "e_tot_ha": -229.3080, "mol_weight_g_mol": 54.0, "homo_ev": -11.15, "max_force_ev_per_a": 0.44, "orbital_gap_ev": 11.62, "smiles": "O.O.O"}

---

Record 5
{"formula": "H6O3", "method": "the ωB97M-V functional and the def2-TZVPD basis", "elements": ["O", "O", "O", "H", "H", "H", "H", "H", "H"], "xyz": [[1.441, 1.364, 1.296], [-1.229, 0.621, -0.096], [0.055, -1.576, -1.637], [-1.868, -0.105, 0.002], [1.251, 0.462, 1.737], [1.295, 0.882, 0.450], [-1.207, 1.063, 0.782], [-0.239, -0.659, -1.610], [0.501, -2.052, -0.924]], "atomic_forces_ev_per_a": [[-1.32, -3.64, -0.16], [0.22, -0.18, 0.51], [-0.66, -1.07, -1.26], [-0.16, 0.14, 0.05], [0.71, 2.02, 0.88], [0.54, 1.48, -0.82], [-0.06, -0.04, -0.53], [0.54, 0.56, 0.83], [0.19, 0.73, 0.50]], "mulliken_spin": [0.33, 0.26, 0.48, -0.01, -0.01, -0.01, -0.01, -0.01, -0.01], "lumo_ev": [-4.60, -12.21], "e_tot_ha": -228.8515, "mol_weight_g_mol": 54.0, "total_charge": 1, "homo_ev": [-18.74, -15.99], "max_force_ev_per_a": 3.88, "orbital_gap_ev": [14.14, 3.78], "spin_multiplicity": 2}

---

Record 6
{"formula": "H6P2Si2", "method": "the ωB97M-V functional and the def2-TZVPD basis", "elements": ["P", "P", "Si", "Si", "H", "H", "H", "H", "H", "H"], "xyz": [[1.743, 0.508, 0.352], [-1.342, -0.578, 0.455], [0.596, -1.248, -0.324], [-0.640, 1.384, -0.301], [1.259, 0.513, 1.609], [-1.221, 2.557, 0.151], [0.769, -1.007, -1.934], [0.884, -2.528, 0.275], [-0.659, 1.336, -1.747], [-2.418, -0.737, -0.331]], "atomic_forces_ev_per_a": [[-0.72, 1.56, -1.82], [0.32, 0.79, 1.91], [-0.04, 0.72, -2.42], [2.61, -2.69, -0.06], [-0.56, -0.19, 1.75], [-0.61, 1.75, 0.87], [-0.21, -0.81, 1.88], [0.38, -0.72, -0.14], [0.07, 0.22, -0.64], [-1.24, -0.63, -1.32]], "mulliken_charge": [-0.17, -0.14, 0.32, 0.40, 0.04, -0.17, -0.06, -0.15, -0.10, 0.03], "lumo_ev": 0.10, "e_tot_ha": -1265.2177, "mol_weight_g_mol": 124.2, "homo_ev": -9.00, "max_force_ev_per_a": 3.75, "orbital_gap_ev": 9.10}